(1)
# C15H18

A cluster of 2 separate species, C15H18 in total (ωB97M-V with the def2-TZVPD basis set, the Open Molecules 2025 dataset).

The value obtained for the lowest unoccupied orbital energy is 0.80 eV. For the highest occupied orbital energy, the calculation gives -8.8841 eV. The value obtained for the energy relative to the best compared isomer or geometry (same formula, charge and spin) is 135.1 kJ/mol.

The geometry in ORCA input format:
```
! RIJCOSX wB97M-V def2-TZVPD def2/J DEFGRID3
* xyz 0 1
C -0.5289 2.3672 3.1727
C 0.1596 2.9972 1.8850
C 1.3543 2.2203 1.5274
C 1.3530 1.3813 0.4235
C 2.4288 0.5322 0.1384
C 3.6373 0.6256 0.8041
C 3.7058 1.6558 1.7826
C 2.5832 2.3262 2.2040
H -0.4732 3.0129 4.0527
H 0.0622 1.5188 3.5074
H -1.5388 2.2039 2.8149
H -0.4514 2.9559 0.9712
H 0.1590 4.0894 2.0065
H 0.6452 1.3391 -0.3929
H 2.4627 -0.2096 -0.6571
H 4.4942 -0.0211 0.8815
H 4.6614 1.8195 2.2717
H 2.6164 3.1039 2.9592
C -2.9039 -2.7841 0.3546
C -2.2434 -2.3366 -0.9442
C -2.9652 -1.4138 -1.7103
C -2.6453 -1.1293 -3.0083
C -1.4515 -1.6335 -3.5665
C -0.6408 -2.4499 -2.7811
C -1.0411 -2.7383 -1.4618
H -3.1239 -1.9560 1.0273
H -2.3045 -3.4971 0.9098
H -3.8850 -3.1293 0.0204
H -3.8386 -0.9278 -1.2819
H -3.1505 -0.3739 -3.5984
H -1.0559 -1.2190 -4.4815
H 0.3166 -2.9064 -2.9852
H -0.3705 -3.2886 -0.8038
*
```

(2)
# C15H18Cl2F2IMnN2O3

A structure of composition C15H18Cl2F2IMnN2O3 (ωB97M-V with the def2-TZVPD basis set, the Open Molecules 2025 dataset).

The value obtained for the lowest unoccupied orbital energy (alpha / beta) is -2.65 / -2.52 eV. For the highest occupied orbital energy (alpha / beta), the calculation gives -11.6904 / -11.6258 eV. The expectation value of S² is 0.870.

The geometry in ORCA input format:
```
! RIJCOSX wB97M-V def2-TZVPD def2/J DEFGRID3
* xyz 1 2
Mn -0.5455 0.2037 -0.2877
C 2.5797 -2.2701 -1.7687
C 1.3802 -2.1896 -0.8341
C 0.7357 -3.5509 -0.6036
O 0.4190 -1.2626 -1.3602
C 1.8235 -1.6434 0.5192
O 2.5967 -2.2065 1.2252
O 1.2097 -0.4625 0.8889
H 2.2862 -2.7576 -2.6984
H 3.3751 -2.8519 -1.3065
H 2.9556 -1.2730 -1.9966
H 0.4984 -4.0059 -1.5663
H -0.1838 -3.4596 -0.0246
H 1.4240 -4.2054 -0.0728
H -0.1259 -1.6576 -2.0541
Cl 0.9698 2.7917 0.8995
C -0.6078 3.5769 0.6889
Cl -1.8900 2.3806 0.4220
H -0.5553 4.2252 -0.1775
H -0.8256 4.1253 1.5976
I -0.7233 1.9734 -6.0748
C -0.0878 1.7599 -4.1358
C 1.1542 2.0617 -3.6224
N 1.1185 1.7579 -2.3131
N -0.0888 1.2975 -1.9419
C -0.8286 1.2837 -3.0449
H 2.0330 2.4765 -4.0851
H 1.8264 1.9246 -1.6167
H -1.8441 0.9266 -2.9958
F -4.3906 0.6070 3.2484
C -3.0910 0.3792 3.0420
C -2.1639 1.1803 3.6873
C -0.8177 0.9710 3.4426
C -0.4036 -0.0551 2.5986
C 1.0554 -0.2905 2.3429
C -1.3621 -0.8668 1.9919
C -2.7183 -0.6390 2.1878
H -2.5075 1.9638 4.3485
H -0.0802 1.6044 3.9205
H 1.4381 -1.1943 2.8115
H 1.6671 0.5529 2.6541
H -1.0647 -1.7133 1.3773
H -3.4703 -1.2386 1.6953
F -2.1701 -0.2294 -1.0085
*
```

(3)
# C15H18ClN3OS2

The molecule C15H18ClN3OS2 (ωB97M-V with the def2-TZVPD basis set, the Open Molecules 2025 dataset).

The value obtained for the lowest unoccupied orbital energy is 0.51 eV. For the highest occupied orbital energy, the calculation gives -7.9640 eV. The value obtained for the energy relative to the best compared isomer or geometry (same formula, charge and spin) is 9.0 kJ/mol.

The geometry in ORCA input format:
```
! RIJCOSX wB97M-V def2-TZVPD def2/J DEFGRID3
* xyz 0 1
O -3.2395 0.0876 1.2115
C -2.8130 -0.1949 0.1115
C -3.1311 0.6777 -1.0966
S -3.2599 2.4247 -0.5865
C -1.6412 2.7320 -0.0604
N -1.3153 3.7892 0.5290
C 0.0673 3.9253 0.8462
C 0.8488 2.6365 0.4797
S -0.3166 1.5568 -0.3878
N -2.0964 -1.3218 -0.1140
C -1.4210 -1.6827 -1.3456
C -0.2493 -2.6228 -1.0135
N 0.4826 -2.1420 0.1297
C 1.5277 -1.2497 0.0044
C 1.9299 -0.7093 -1.2228
C 2.9919 0.1692 -1.3054
C 3.6787 0.5354 -0.1615
Cl 4.9859 1.6704 -0.2600
C 3.3209 -0.0034 1.0630
C 2.2660 -0.8889 1.1407
C -0.3148 -2.1367 1.3470
C -1.8112 -2.1877 1.0128
H -2.4149 0.6091 -1.9106
H -4.1252 0.4191 -1.4634
H 0.1550 4.1431 1.9141
H 0.4574 4.7867 0.2943
H 1.6903 2.8299 -0.1822
H 1.2038 2.1011 1.3599
H -1.0126 -0.7855 -1.8158
H -2.1162 -2.1684 -2.0425
H -0.6190 -3.6255 -0.7783
H 0.4127 -2.7155 -1.8731
H 1.4081 -0.9507 -2.1342
H 3.2748 0.5829 -2.2609
H 3.8694 0.2652 1.9526
H 2.0247 -1.3194 2.0994
H -0.0532 -2.9918 1.9838
H -0.1183 -1.2147 1.8989
H -2.3924 -1.8253 1.8618
H -2.1348 -3.2052 0.7748
*
```

(4)
# C15H18F16NO8S2

A structure of composition C15H18F16NO8S2 (ωB97M-V with the def2-TZVPD basis set, the Open Molecules 2025 dataset).

The value obtained for the lowest unoccupied orbital energy is 2.43 eV. For the highest occupied orbital energy, the calculation gives -5.9868 eV.

The geometry in ORCA input format:
```
! RIJCOSX wB97M-V def2-TZVPD def2/J DEFGRID3
* xyz -1 1
C -2.1626 -5.6124 -1.8086
C -1.9325 -4.1873 -2.3329
S -0.2671 -3.5295 -2.0324
O 0.4072 -4.4512 -1.1393
O 0.3248 -3.3179 -3.3379
N -0.5519 -2.1021 -1.3684
S -0.4357 -1.8843 0.1978
O -1.4745 -2.5650 0.9596
O 0.9141 -1.9849 0.7342
C -0.8389 -0.1361 0.2286
C -0.5176 0.4713 1.5795
O -1.2236 -0.0927 2.6990
C -2.5478 -0.0724 2.6737
O -3.2294 0.5905 1.9437
H -2.5944 -6.2461 -2.5889
H -2.8403 -5.6086 -0.9528
H -1.2191 -6.0599 -1.4921
H -2.6226 -3.4820 -1.8705
H -2.0833 -4.1319 -3.4131
H -1.8739 -0.0198 -0.0843
H -0.1941 0.3336 -0.5178
H 0.5312 0.2504 1.7840
H -0.6445 1.5572 1.5649
H -2.9531 -0.7259 3.4553
C -1.7057 2.4729 -2.4177
C -2.6914 2.2644 -3.5731
C -3.2813 3.5165 -4.2318
F -4.0352 4.2172 -3.3598
F -4.0740 3.1380 -5.2611
F -3.6787 1.4256 -3.2194
F -1.9635 1.6755 -4.5716
O -2.2246 2.3255 -1.1173
C -2.7452 3.3629 -0.4094
C -4.2001 3.0769 -0.0159
F -4.9499 2.9117 -1.1268
F -4.6864 4.1429 0.6666
F -2.6231 4.5414 -1.0548
F -2.0429 3.4755 0.7442
H -0.9921 1.6553 -2.5211
H -1.1578 3.4085 -2.5398
H -2.4843 4.1559 -4.6199
H -4.2374 2.1791 0.6032
C 3.9666 -0.9104 1.4844
C 3.9715 0.5473 1.0065
C 5.3191 1.2128 0.7146
F 6.0732 1.2973 1.8318
F 5.1011 2.4699 0.2624
F 3.2450 1.3091 1.8469
F 3.3371 0.5344 -0.2039
O 3.8261 -1.0985 2.8781
C 4.8835 -1.1832 3.7156
C 4.8176 -0.1058 4.8081
F 4.8367 1.1246 4.2602
F 5.9016 -0.2276 5.6121
F 6.0676 -1.1562 3.0741
F 4.8144 -2.3744 4.3660
H 3.0547 -1.3357 1.0593
H 4.8154 -1.4623 1.0800
H 5.8631 0.6529 -0.0499
H 3.9091 -0.2329 5.3980
*
```

(5)
# C15H18F2NO4P

A cluster of 2 separate species, C15H18F2NO4P in total (ωB97M-V with the def2-TZVPD basis set, the Open Molecules 2025 dataset).

The value obtained for the lowest unoccupied orbital energy is -0.52 eV. For the highest occupied orbital energy, the calculation gives -8.4511 eV.

The geometry in ORCA input format:
```
! RIJCOSX wB97M-V def2-TZVPD def2/J DEFGRID3
* xyz 0 1
C 3.8490 -0.7354 1.7688
P 3.1935 -0.7967 0.0390
C 3.5101 0.8981 -0.6143
C 1.3711 -0.7688 0.2227
C 0.7166 -0.4932 1.4232
C -0.6610 -0.4738 1.5418
C -1.3084 -0.1161 2.8602
C -0.4703 -0.3077 4.0844
O -0.4699 0.4146 5.0097
F 0.2795 -1.4112 4.1147
C -1.4593 -0.7372 0.4094
C -2.9731 -0.6900 0.3979
C -3.4300 0.6586 -0.1464
F -3.3451 1.5905 0.8889
C -0.7972 -1.0130 -0.7812
C 0.5786 -1.0299 -0.8888
C 0.9302 -1.3189 -2.3101
O 1.9405 -1.0796 -2.8917
N -0.2612 -1.8666 -2.9279
C -1.3392 -1.3072 -2.1432
O -2.4171 -1.0674 -2.5952
H 4.8303 -1.1914 1.7450
H 3.9315 0.2994 2.0899
H 3.1955 -1.2939 2.4307
H 4.5467 1.1801 -0.4834
H 2.8367 1.6039 -0.1300
H 3.2365 0.8803 -1.6634
H 1.2997 -0.2652 2.3020
H -2.2461 -0.6342 3.0264
H -1.5509 0.9424 2.8424
H -3.3688 -0.8087 1.3981
H -3.3294 -1.4897 -0.2424
H -4.4492 0.6302 -0.5167
H -2.7357 0.9871 -0.9121
H -0.2289 -2.8744 -2.7920
C -0.8195 2.4883 -2.9307
O -0.0616 1.9898 -1.8279
H -1.5016 3.2419 -2.5456
H -0.1674 2.9469 -3.6774
H -1.3999 1.6897 -3.4017
H 0.5448 1.3279 -2.1729
*
```

| no. | DFT total energy (eV) |
| --- | --- |
| 1 | -15845.5790 |
| 2 | -94864.2719 |
| 3 | -56558.0693 |
| 4 | -98869.2755 |
| 5 | -40250.8195 |